(1)
# C4H11N2S

The ion C4H11N2S with charge +1 at a distorted geometry (wB97M-V/def2-TZVPD, the OMol25 dataset).

Output
total charge = +1
energy relative to the best compared isomer or geometry (same formula, charge and spin) = 51.8 kcal per mole
structure (SMILES) = CN1CC[NH2+][C@H]1S
largest force on an atom = 5.23 eV/A

CARTESIAN COORDINATES (ANGSTROEM)
C  0.1727  2.0268  -0.3787
N  -0.1080  0.8292  0.2950
C  1.0859  -0.0067  0.4923
C  0.7381  -1.4166  0.6172
N  -0.3092  -1.4764  -0.5265
C  -1.0273  -0.1430  -0.4210
S  -2.5474  -0.3666  0.5328
H  -0.6517  2.7842  -0.5189
H  0.9749  2.2609  0.3286
H  0.7091  2.0849  -1.4196
H  1.7177  0.3249  1.2948
H  1.7752  0.1871  -0.3164
H  1.5874  -2.1730  0.4507
H  0.1905  -1.6940  1.4470
H  0.1334  -1.4689  -1.4341
H  -0.9984  -2.2725  -0.6724
H  -1.4601  0.1641  -1.3837
H  -1.9830  0.3555  1.6128


(2)
# C4H11N3

A cluster of 2 separate species, C4H11N3 in total (wB97M-V/def2-TZVPD, the OMol25 dataset).

Output
total charge = 0
energy relative to the best compared isomer or geometry (same formula, charge and spin) = 45.3 kcal per mole
structure (SMILES) = [H]/N=C/N.C=CCN
largest force on an atom = 0.93 eV/A

CARTESIAN COORDINATES (ANGSTROEM)
H  -0.6751  2.9581  -0.4842
N  -0.3713  2.0956  -0.9219
C  0.8745  2.1726  -1.1930
N  1.4884  1.2304  -1.9671
H  1.4834  2.9903  -0.8069
H  0.9684  0.3749  -2.0466
H  2.4919  1.2347  -1.9541
C  1.2154  -1.7291  0.6206
C  0.1743  -0.9270  0.8181
C  -1.2523  -1.3180  0.5949
N  -2.0956  -0.8110  1.6799
H  2.2113  -1.4115  0.9048
H  1.1238  -2.7511  0.2722
H  0.3740  0.0983  1.1114
H  -1.5556  -0.9054  -0.3825
H  -1.3572  -2.3956  0.5118
H  -3.0496  -1.0994  1.5171
H  -2.0486  0.1933  1.7255


(3)
# C4H11N3O

A cluster of 2 separate species, C4H11N3O in total at a distorted geometry (wB97M-V/def2-TZVPD, the OMol25 dataset).

Output
total charge = 0
energy relative to the best compared isomer or geometry (same formula, charge and spin) = 76.6 kcal per mole
structure (SMILES) = [H]/N=C\C=N\[H].NCCO
largest force on an atom = 3.47 eV/A

CARTESIAN COORDINATES (ANGSTROEM)
H  1.5705  -0.0677  1.7505
N  2.0743  0.7618  1.4281
C  2.2382  0.7965  0.1763
C  1.7406  -0.1614  -0.8257
N  1.1808  -1.2574  -0.4744
H  0.8636  -1.8525  -1.2334
H  2.7805  1.6415  -0.2336
H  1.9188  0.1007  -1.8706
N  -1.5016  -0.5153  -1.1642
C  -1.3315  0.6417  -0.3206
C  -1.2869  0.0988  1.2909
O  -0.5120  -0.9957  1.4822
H  -1.5977  -0.2728  -2.1465
H  -2.3001  -1.0695  -0.8724
H  -2.1882  1.3260  -0.2931
H  -0.4785  1.2340  -0.6462
H  -2.3511  -0.1275  1.4895
H  -0.9366  0.9578  1.8815
H  0.1170  -1.2388  0.5815


(4)
# C4H11N3O

An isolated molecule of C4H11N3O at a distorted geometry (wB97M-V/def2-TZVPD, the OMol25 dataset).

Output
total charge = 0
energy relative to the best compared isomer or geometry (same formula, charge and spin) = 83.7 kcal per mole
structure (SMILES) = C[C@H](N)[C@]1(N)CN1O
largest force on an atom = 1.84 eV/A

CARTESIAN COORDINATES (ANGSTROEM)
C  0.8552  1.8068  -0.1524
C  0.6468  0.4942  0.5953
N  1.9109  -0.2777  0.5954
C  -0.4691  -0.4146  0.0326
N  -0.3287  -1.8734  0.3368
C  -1.3533  0.0060  -1.1340
N  -1.8514  0.0635  0.2287
O  -2.7475  -1.0723  0.4250
H  1.6609  2.3930  0.3039
H  1.1173  1.6371  -1.2028
H  -0.0495  2.4231  -0.1258
H  0.4020  0.7167  1.6414
H  2.6208  0.2737  1.0789
H  2.2406  -0.3614  -0.3661
H  -0.1141  -2.3583  -0.5349
H  0.5549  -1.9452  0.8622
H  -1.2124  0.9632  -1.6153
H  -1.7654  -0.7560  -1.7847
H  -2.1180  -1.7185  0.8158


(5)
# C4H11N3O

An isolated molecule of C4H11N3O at a distorted geometry (wB97M-V/def2-TZVPD, the OMol25 dataset).

Output
total charge = 0
energy relative to the best compared isomer or geometry (same formula, charge and spin) = 43.5 kcal per mole
structure (SMILES) = CC(=O)NCC(N)N
largest force on an atom = 5.09 eV/A

CARTESIAN COORDINATES (ANGSTROEM)
C  -2.7640  0.6613  -0.2638
C  -1.6709  -0.3522  -0.5237
O  -1.8124  -1.2790  -1.3015
N  -0.7469  -0.5652  0.6159
C  0.1973  0.4843  0.4944
C  1.5855  0.1084  -0.1010
N  2.6630  0.2259  0.8623
N  1.5632  -1.2706  -0.5481
H  -2.4072  1.4803  0.3526
H  -3.5988  0.1491  0.2206
H  -3.1190  1.0453  -1.2193
H  -0.3023  -1.4752  0.5123
H  0.2942  1.0265  1.4400
H  -0.4023  1.1268  -0.3494
H  1.8114  0.8227  -0.9116
H  2.7508  1.1726  1.2099
H  2.4995  -0.4014  1.6395
H  0.9544  -1.3974  -1.3488
H  2.5044  -1.5622  -0.7804


(6)
# C4H11N3O

A cluster of 2 separate species, C4H11N3O in total at a distorted geometry (wB97M-V/def2-TZVPD, the OMol25 dataset).

Output
total charge = 0
energy relative to the best compared isomer or geometry (same formula, charge and spin) = 98.0 kcal per mole
structure (SMILES) = [H]/N=C/C.CN(N)C=O
largest force on an atom = 4.64 eV/A

CARTESIAN COORDINATES (ANGSTROEM)
H  -0.2733  -1.7465  -2.0412
N  -0.7466  -0.9021  -2.3892
C  -0.9595  -0.0863  -1.4312
C  -1.6231  1.2391  -1.6818
H  -0.6644  -0.2740  -0.1586
H  -1.9962  1.6490  -0.7385
H  -0.8973  1.9509  -2.0860
H  -2.4667  1.1380  -2.3685
C  0.7630  -1.3284  1.7634
N  0.4983  -0.1558  0.9293
N  0.3270  1.0816  1.6027
C  1.3511  -0.0460  -0.3173
O  2.0077  -0.9748  -0.7386
H  -0.0319  -1.4352  2.5036
H  0.8137  -2.2112  1.1249
H  1.7230  -1.2205  2.2756
H  -0.4108  0.9886  2.2971
H  1.1837  1.3322  2.0976
H  1.4022  1.0013  -0.6433


(7)
# C4H11N3O

A cluster of 2 separate species, C4H11N3O in total at a distorted geometry (wB97M-V/def2-TZVPD, the OMol25 dataset).

Output
total charge = 0
energy relative to the best compared isomer or geometry (same formula, charge and spin) = 148.5 kcal per mole
structure (SMILES) = [H]/N=C(/C)ON.[H]/N=C/C
largest force on an atom = 5.59 eV/A

CARTESIAN COORDINATES (ANGSTROEM)
H  1.9972  1.1756  -0.6941
N  1.5373  0.3506  -1.0715
C  0.7292  -0.2045  -0.2877
C  0.1183  -1.5473  -0.5468
O  0.9997  -0.1283  1.4068
N  1.4783  -1.1454  2.1724
H  -0.6551  -1.7549  0.1897
H  -0.3192  -1.5746  -1.5424
H  0.8820  -2.3225  -0.4903
H  2.1592  -0.8219  2.8547
H  1.8598  -1.9638  1.7061
H  -1.1214  1.7153  1.8191
N  -1.4322  1.0733  1.0936
C  -0.8989  1.3484  -0.0812
C  -1.6473  0.9484  -1.3340
H  -0.3009  2.2609  -0.2033
H  -2.1888  1.7894  -1.7677
H  -0.8934  0.6979  -2.0846
H  -2.3038  0.1033  -1.1388


(8)
# C4H11N3O

An isolated molecule of C4H11N3O at a distorted geometry (wB97M-V/def2-TZVPD, the OMol25 dataset).

Output
total charge = 0
energy relative to the best compared isomer or geometry (same formula, charge and spin) = 37.4 kcal per mole
structure (SMILES) = CC(C)N(N)C(N)=O
largest force on an atom = 3.31 eV/A

CARTESIAN COORDINATES (ANGSTROEM)
C  1.5733  0.3332  1.3454
C  1.0420  -0.0996  -0.0072
C  1.3324  0.8767  -1.1291
N  -0.6176  -0.1634  0.1405
N  -1.5316  0.8359  0.5870
C  -1.1120  -1.3036  -0.4393
N  -2.4717  -1.4369  -0.4546
O  -0.3554  -2.1145  -0.9872
H  1.2811  -0.3816  2.1195
H  2.6700  0.3523  1.3221
H  1.2055  1.3215  1.6304
H  1.5002  -1.0583  -0.2540
H  0.8984  0.5246  -2.0689
H  2.4156  0.9595  -1.2807
H  0.9279  1.8690  -0.9145
H  -1.0051  1.6178  0.9739
H  -2.0262  1.1913  -0.2346
H  -2.7933  -2.3725  -0.6521
H  -2.9335  -0.9513  0.3033


(9)
# C4H11N3O

A cluster of 2 separate species, C4H11N3O in total at a distorted geometry (wB97M-V/def2-TZVPD, the OMol25 dataset).

Output
total charge = +2
energy relative to the best compared isomer or geometry (same formula, charge and spin) = 26.0 kcal per mole
largest force on an atom = 5.47 eV/A

CARTESIAN COORDINATES (ANGSTROEM)
C  -3.4274  0.1070  -0.2007
C  3.2130  -0.3873  -0.2575
C  2.7388  0.8265  0.5682
C  0.8533  0.0402  -0.2988
N  -2.9721  -0.9932  0.2564
N  -3.9113  1.0847  0.5469
N  1.9171  -0.7500  -0.9130
O  1.3522  0.9038  0.4060
H  3.8905  -0.0963  -1.0122
H  3.6755  -1.1875  0.3070
H  2.8924  0.5544  1.6864
H  3.3558  1.7362  0.4408
H  -3.3442  0.2250  -1.2526
H  -2.3526  -1.5128  -0.4098
H  -2.7793  -1.2463  1.2538
H  -4.4420  1.8891  0.1090
H  -4.1818  1.0141  1.5105
H  2.0785  -0.5590  -1.9009
H  1.4436  -1.6487  -0.8395


(10)
# C4H11N3O2

A cluster of 2 separate species, C4H11N3O2 in total at a distorted geometry (wB97M-V/def2-TZVPD, the OMol25 dataset).

Output
total charge = 0
energy relative to the best compared isomer or geometry (same formula, charge and spin) = 67.0 kcal per mole
structure (SMILES) = [H]/N=C(\N)NC.CC(=O)O
largest force on an atom = 7.29 eV/A

CARTESIAN COORDINATES (ANGSTROEM)
H  2.5490  -3.7697  -0.4573
N  1.6798  -3.3783  -0.8092
C  1.4663  -2.1354  -0.8358
N  2.1295  -1.1087  -0.1231
N  0.3256  -1.7352  -1.6170
C  -0.4399  -0.5676  -1.2257
H  1.8485  -0.2051  -0.5240
H  3.1317  -1.0824  -0.2033
H  -0.3057  -2.5086  -1.7554
H  -1.4289  -0.4403  -0.7836
H  -0.5628  0.0519  -2.1738
H  0.1956  0.0260  -0.5830
C  -1.8980  1.7902  2.0776
C  -0.7766  2.4647  1.3921
O  -0.0998  3.4392  1.3281
O  -0.6697  1.7728  0.0423
H  -1.5015  1.2581  2.9737
H  -2.5374  1.0582  1.5820
H  -2.5908  2.6373  2.3349
H  -0.5148  2.4328  -0.6395


Number 1: HOMO level -13.60 eV. Number 2: HOMO level -8.97 eV. Number 3: HOMO level -9.13 eV. Number 4: HOMO level -8.87 eV. Number 5: HOMO level -9.27 eV. Number 6: HOMO level -8.18 eV. Number 7: HOMO level -7.70 eV. Number 8: HOMO level -8.47 eV. Number 9: HOMO level -18.08 eV. Number 10: HOMO level -8.67 eV.